(1)
Here is the ion C4H10N3 with charge +1 from the Open Molecules 2025 dataset. Energies are from ωB97M-V/def2-TZVPD.

XYZ file:
```
17
Properties=species:S:1:pos:R:3
C 1.787 0.888 0.053
N 0.398 0.462 -0.241
C -0.778 1.308 -0.220
C -1.954 0.313 0.039
N -1.273 -1.019 0.021
C 0.045 -0.902 0.002
N 0.850 -1.970 0.005
H 2.306 0.951 -0.872
H 1.816 1.768 0.676
H 2.345 0.112 0.573
H -0.740 1.657 -1.197
H -0.578 2.070 0.483
H -2.373 0.518 0.983
H -2.657 0.508 -0.674
H -1.774 -1.719 0.373
H 1.894 -1.963 0.241
H 0.687 -2.981 -0.246
```

frontier orbital gap = 10.704 eV
maximum force = 0.110 hartree/bohr
ΔE to the lowest compared entry with this formula, charge and spin = 100.63 kJ/mol
SMILES = CN1CCNC1=[NH2+]
spin multiplicity = 1
molecular weight = 100.14 g mol⁻¹
total charge = +1

natural (NBO) population analysis, charges in e, atoms 1 to 6: C -0.41; N -0.36; C -0.21; C -0.21; N -0.53; C 0.68

***

(2)
Here is a cluster of 6 separate species, CH14O5 in total from the Open Molecules 2025 dataset. Energies are from ωB97M-V/def2-TZVPD.

XYZ file:
```
20
Properties=species:S:1:pos:R:3
C 2.718 -0.870 -2.497
H 2.546 -1.481 -1.611
H 3.709 -0.435 -2.392
H 1.950 -0.119 -2.670
H 2.726 -1.544 -3.354
H -1.536 -2.508 1.482
H -1.717 -1.092 2.100
O -2.201 -1.859 1.756
H 2.490 3.055 3.221
H 1.364 2.452 4.080
O 1.670 2.549 3.169
H -5.855 -1.607 2.052
H -4.338 -1.452 1.758
O -5.008 -1.302 2.459
H 0.082 1.307 -2.381
H -0.704 2.353 -3.289
O -0.307 1.475 -3.246
H 1.515 0.693 -0.177
H 0.321 -0.194 -0.488
O 0.578 0.580 0.028
```

frontier orbital gap (alpha / beta) = 11.403 / 1.979 eV
maximum force = 0.014 hartree/bohr
ΔE to the lowest compared entry with this formula, charge and spin = 101.21 kJ/mol
spin multiplicity = 2
molecular weight = 106.12 g mol⁻¹
total charge = +1

natural (NBO) population analysis, charges in e, atoms 1 to 6: C -0.86; H 0.20; H 0.23; H 0.19; H 0.23; H 0.50